(1)
Here is 8 unconnected molecules or ions with the total composition C8H32O8 in a non-equilibrium geometry from the OMol25 dataset. Energies are from ωB97M-V with the def2-TZVPD basis set.

Results
Gap between HOMO and LUMO in eV: 9.86
Relative energy (zero: lowest compared OMol25 entry of this formula, charge and spin) in kcal/mol: 81.05
Lowest unoccupied orbital energy in eV: 0.33
SMILES: CO.CO.CO.CO.CO.CO.CO.CO
E in Eh: -925.7626

```
! RIJCOSX wB97M-V def2-TZVPD def2/J DEFGRID3
* xyz 0 1
C -3.4629 0.7858 2.6261
O -4.6117 1.6042 2.7641
H -3.6931 -0.2713 2.4918
H -2.9052 1.1732 1.7730
H -2.7797 0.9280 3.4732
H -5.0833 1.3393 3.5582
C 0.9207 -1.1525 3.3619
O 0.7598 -2.5249 3.6544
H 1.5260 -1.0064 2.4568
H -0.0515 -0.6793 3.1655
H 1.4275 -0.6445 4.1774
H 0.6648 -2.9722 2.8085
C 2.5759 2.9251 -3.3786
O 3.8658 3.2621 -2.9043
H 1.8815 2.7024 -2.5613
H 2.1159 3.7327 -3.9546
H 2.6700 2.0294 -3.9932
H 3.9865 4.2128 -2.9412
C 3.1018 2.3179 0.1989
O 2.4719 1.6608 1.3019
H 3.5050 1.5984 -0.5184
H 2.4215 2.9969 -0.3212
H 3.9340 2.9292 0.5529
H 1.5537 1.6192 1.0074
C -0.8371 -0.2497 -0.1386
O 0.1996 0.6516 -0.5569
H -1.7804 0.0173 -0.6132
H -0.5067 -1.2312 -0.4995
H -0.9489 -0.3194 0.9411
H -0.1846 1.1167 -1.3093
C 1.4840 -3.6145 -0.0511
O 0.7117 -3.9792 1.0984
H 1.7707 -2.5699 0.0278
H 2.3469 -4.2625 -0.1902
H 0.8654 -3.6944 -0.9532
H 0.6579 -4.9385 1.1262
C -2.7775 -3.5696 0.7056
O -1.9919 -3.3080 1.8623
H -2.4944 -2.8746 -0.0940
H -2.6778 -4.6080 0.3847
H -3.8245 -3.3685 0.9245
H -1.0884 -3.5424 1.6166
C -1.0807 2.9628 -3.9181
O -0.6819 1.8600 -3.1050
H -1.4048 3.7541 -3.2470
H -0.2496 3.3367 -4.5205
H -1.9100 2.6869 -4.5720
H -0.3921 1.1779 -3.7179
*
```

Atom charges from the natural (NBO) analysis, given in e for atoms 1 to 2: number 1, C, carries -0.252; number 2, O, carries -0.723

(2)
Here is a molecular structure, C2H3NO8S2 in a non-equilibrium geometry from the OMol25 dataset. Energies are from ωB97M-V with the def2-TZVPD basis set.

Results
Gap between HOMO and LUMO in eV: 8.05
Relative energy (zero: lowest compared OMol25 entry of this formula, charge and spin) in kcal/mol: 19.08
Lowest unoccupied orbital energy in eV: -0.01
E in Eh: -1530.9305

```
! RIJCOSX wB97M-V def2-TZVPD def2/J DEFGRID3
* xyz 0 1
C -1.6814 -1.9637 0.8923
C 1.3542 0.5223 1.5230
N -2.2849 -1.4615 -0.1296
O -0.9993 1.1044 -0.1753
O 0.0080 3.3108 -0.4914
O 0.1683 -0.9057 -1.6328
O 2.5820 -0.7014 -1.4310
O 0.9776 1.7644 1.1330
O 1.1893 -0.4054 0.5532
O 1.1927 1.2902 -1.2069
O 1.7836 0.2790 2.5907
S 0.1263 1.9427 -0.2255
S 1.2919 -0.3016 -1.0487
H -0.5919 -2.0240 0.7087
H -1.8285 -1.1209 -0.9763
H -3.2879 -1.3295 -0.0833
*
```

Atom charges from the natural (NBO) analysis, given in e for atoms 1 to 2: number 1, C, carries -0.119; number 2, C, carries 0.995

(3)
Here is 5 unconnected molecules or ions with the total composition C18H42N6O7 in a non-equilibrium geometry from the OMol25 dataset. Energies are from ωB97M-V with the def2-TZVPD basis set.

Results
Gap between HOMO and LUMO in eV: 9.94
Lowest unoccupied orbital energy in eV: 0.58
SMILES: CCCNOC(=O)OCCN.CNC(C)=O.CNC(C)=O.CNC(C)=O.CNC(C)=O
E in Eh: -1566.2688

```
! RIJCOSX wB97M-V def2-TZVPD def2/J DEFGRID3
* xyz 0 1
C 1.0629 4.1385 -0.5584
C 1.5347 3.9722 -2.0043
C 1.4018 2.5185 -2.4858
N 2.4151 2.1885 -3.4814
O 3.7051 2.0693 -2.8597
C 3.8149 0.9231 -2.1329
O 3.9241 0.8778 -0.9585
O 3.7759 -0.1272 -2.9633
C 3.6962 -1.4459 -2.3813
C 5.0735 -2.0763 -2.1307
N 5.4210 -2.1083 -0.7042
H 0.0127 3.8319 -0.4498
H 1.1390 5.1794 -0.2251
H 1.6641 3.5166 0.1190
H 2.5815 4.2851 -2.1077
H 0.9444 4.6243 -2.6641
H 0.4321 2.3823 -2.9883
H 1.4021 1.8540 -1.6032
H 2.2441 1.3049 -3.9552
H 3.1523 -1.3961 -1.4326
H 3.1179 -2.0259 -3.1101
H 5.8223 -1.5091 -2.6977
H 5.0661 -3.0927 -2.5517
H 6.3812 -1.8160 -0.5614
H 5.3501 -3.0586 -0.3488
C 0.5720 -1.2068 -0.0869
N -0.2342 -0.5946 -1.1224
C -1.5246 -0.1755 -1.0447
C -2.2484 -0.3704 0.2640
O -2.0617 0.3453 -2.0132
H 1.4429 -0.5919 0.1493
H 0.9185 -2.1959 -0.3933
H -0.0163 -1.3199 0.8185
H 0.1832 -0.4241 -2.0245
H -3.2562 0.0181 0.1673
H -2.2920 -1.4285 0.5287
H -1.7579 0.1790 1.0669
C -7.0258 3.1101 2.6871
N -5.7402 2.4607 2.8363
C -4.8169 2.1988 1.8767
C -5.1369 2.6311 0.4633
O -3.7788 1.6143 2.1483
H -7.0797 4.0137 3.2968
H -7.8362 2.4424 2.9823
H -7.1832 3.3890 1.6502
H -5.4712 2.1417 3.7541
H -4.3055 2.3408 -0.1738
H -6.0495 2.1488 0.1074
H -5.2721 3.7118 0.4027
C 6.4529 -1.1583 3.4775
N 6.3921 -2.3200 2.6177
C 6.7419 -3.6026 2.8890
C 7.2783 -3.9082 4.2684
O 6.6204 -4.4692 2.0362
H 5.4617 -0.7238 3.6154
H 7.1044 -0.3924 3.0540
H 6.8430 -1.4363 4.4522
H 6.0356 -2.2044 1.6809
H 7.5048 -4.9691 4.3113
H 8.1861 -3.3388 4.4714
H 6.5434 -3.6665 5.0372
C -5.1233 -1.3514 -2.0224
N -6.2856 -0.5789 -1.6147
C -7.2578 -0.9011 -0.7264
C -7.1711 -2.2603 -0.0683
O -8.1555 -0.1153 -0.4633
H -4.2289 -0.7787 -1.7817
H -5.1418 -1.5216 -3.0999
H -5.0980 -2.3095 -1.5132
H -6.3983 0.3378 -2.0200
H -8.0130 -2.3567 0.6106
H -7.2136 -3.0593 -0.8096
H -6.2421 -2.3637 0.4939
*
```

Atom charges from the Mulliken analysis, given in e for atoms 1 to 2: number 1, C, carries -1.145; number 2, C, carries -0.405

(4)
Here is 2 unconnected molecules or ions with the total composition C14H16O in a non-equilibrium geometry from the OMol25 dataset. Energies are from ωB97M-V with the def2-TZVPD basis set.

Results
Gap between HOMO and LUMO (spin up / spin down) in eV: 2.42 / 7.36
Relative energy (zero: lowest compared OMol25 entry of this formula, charge and spin) in kcal/mol: 65.66
Lowest unoccupied orbital energy (spin up / spin down) in eV: 3.41 / 3.29
⟨S²⟩: 0.756
E in Eh: -618.1627

```
! RIJCOSX wB97M-V def2-TZVPD def2/J DEFGRID3
* xyz -1 2
C -2.5121 -1.0018 2.8052
C -0.3682 -1.8880 1.9598
C -1.1462 -0.7832 2.2303
C 1.0022 -1.6882 1.7285
C 1.5381 -0.3901 1.7334
C -0.5598 0.5687 2.2593
C 0.7340 0.7665 1.8998
O 2.8956 -0.0563 1.8600
H -0.6525 -2.9091 2.1374
H 1.5285 -2.6617 1.5306
H -3.0501 -1.8307 2.3309
H -3.1133 -0.0706 2.6503
H -1.3716 1.3100 2.2382
H 3.3698 -0.9084 1.4422
H 1.0312 1.6857 1.7558
H -2.3931 -1.0490 3.8889
C 1.7969 -0.6428 -2.8234
C -1.7349 1.6664 -1.9726
C -1.8678 0.5392 -2.6110
C -0.4176 2.2238 -1.8277
C -0.8738 -0.3676 -2.8111
C 0.6767 1.3923 -2.1294
C 0.4574 0.1557 -2.7087
H -2.6307 2.3482 -1.6705
H -2.9027 0.1615 -2.7875
H -0.2915 3.3206 -1.5706
H -0.9883 -1.4425 -2.7969
H 1.6640 1.8350 -1.8015
H 1.6707 -1.7195 -2.8816
H 2.4794 -0.5881 -1.9154
H 2.1357 -0.3368 -3.8248
*
```

Atom charges from the natural (NBO) analysis, given in e for atoms 1 to 2: number 1, C, carries -0.642; number 2, C, carries -0.223

(5)
Here is a single C4H8O3 molecule from the OMol25 dataset. Energies are from ωB97M-V with the def2-TZVPD basis set.

Results
Gap between HOMO and LUMO in eV: 11.30
Relative energy (zero: lowest compared OMol25 entry of this formula, charge and spin) in kcal/mol: 21.74
Lowest unoccupied orbital energy in eV: 0.85
SMILES: C[C@@H](O)COC=O
E in Eh: -382.9302

```
! RIJCOSX wB97M-V def2-TZVPD def2/J DEFGRID3
* xyz 0 1
C -1.0658 1.1192 -0.9023
C -0.5685 0.4352 0.3563
O -1.6477 0.3817 1.2740
C -0.0954 -0.9940 0.0851
O 1.0824 -1.0191 -0.7390
C 2.2270 -0.7191 -0.1178
O 2.3450 -0.4296 1.0454
H -1.9230 0.5745 -1.3130
H -0.2759 1.1535 -1.6591
H -1.3835 2.1404 -0.6746
H 0.2716 1.0020 0.7804
H -1.2823 0.1944 2.1480
H -0.8547 -1.5456 -0.4748
H 0.1132 -1.5126 1.0264
H 3.0578 -0.7809 -0.8351
*
```

Atom charges from the natural (NBO) analysis, given in e for atoms 1 to 2: number 1, C, carries -0.626; number 2, C, carries 0.067

(6)
Here is a molecular structure, C30H30N7O4RhS2 in a non-equilibrium geometry from the OMol25 dataset. Energies are from ωB97M-V with the def2-TZVPD basis set.

Results
Gap between HOMO and LUMO (spin up / spin down) in eV: 6.83 / 6.82
Relative energy (zero: lowest compared OMol25 entry of this formula, charge and spin) in kcal/mol: 0.00
Lowest unoccupied orbital energy (spin up / spin down) in eV: 1.77 / 1.79
⟨S²⟩: 0.755
E in Eh: -2752.3994

```
! RIJCOSX wB97M-V def2-TZVPD def2/J DEFGRID3
* xyz -1 2
Rh -0.4538 1.2699 -0.0942
C -1.1733 4.0921 -1.6791
N -0.3510 3.7223 -0.5254
C -0.7785 4.5108 0.6304
C 1.0708 3.8729 -0.7905
C 1.5459 4.9079 -1.5726
C 2.8942 5.0214 -1.8906
C 3.7637 4.0531 -1.4261
C 3.3066 3.0132 -0.6312
C 1.9587 2.9031 -0.2494
N 1.3831 1.9675 0.5754
C 1.9288 1.1716 1.5572
C 3.2792 0.8447 1.7697
C 3.6775 0.0113 2.8058
C 2.7533 -0.5133 3.6887
C 1.4120 -0.1993 3.5104
C 0.9959 0.6055 2.4683
N -0.4121 0.8990 2.2592
C -0.8147 2.0725 3.0392
C -1.3014 -0.2219 2.5933
H -1.2141 5.1800 -1.8210
H -0.7721 3.6284 -2.5772
H -2.1915 3.7469 -1.5059
H -0.7819 5.5857 0.3997
H -1.7896 4.2104 0.9114
H -0.1057 4.3420 1.4668
H 0.8588 5.6508 -1.9582
H 3.2454 5.8324 -2.5149
H 4.8122 4.0849 -1.6969
H 4.0099 2.2485 -0.3568
H 4.0438 1.2107 1.1108
H 4.7268 -0.2363 2.9077
H 3.0615 -1.1608 4.4982
H 0.6834 -0.6067 4.2009
H -0.8279 1.8414 4.1130
H -0.1133 2.8848 2.8710
H -1.8154 2.3867 2.7373
H -1.4519 -0.3116 3.6757
H -2.2741 -0.0476 2.1306
H -0.8918 -1.1537 2.2157
O -0.6905 1.1658 -2.3480
N -1.8922 1.2425 -2.8617
C -1.9884 1.2339 -4.2119
C -3.1940 1.2530 -4.8602
C -4.3641 1.3044 -4.1040
C -4.2608 1.3490 -2.7341
C -3.0164 1.3246 -2.0838
S -2.9019 1.3989 -0.3723
H -1.0355 1.1932 -4.7168
H -3.2168 1.2306 -5.9399
H -5.3336 1.3045 -4.5836
H -5.1349 1.4069 -2.1016
O 2.6289 -8.9442 0.8616
S 2.1967 -7.8142 1.6605
O 3.1655 -6.7414 1.7616
O 1.5334 -8.1514 2.9111
C 0.7726 -7.1061 0.7024
N -0.1055 -7.9952 0.2454
C -1.1619 -7.4440 -0.3643
C -1.3250 -6.0850 -0.5012
C -0.3283 -5.2400 -0.0046
N 0.7329 -5.7967 0.6102
C -0.3276 -3.7929 -0.1126
C 0.7931 -3.0540 0.2901
C 0.7844 -1.6822 0.1839
N -0.2639 -0.9773 -0.2669
C -1.3241 -1.6772 -0.6749
C -1.3978 -3.0511 -0.6243
H -1.8895 -8.1492 -0.7511
H -2.2021 -5.6818 -0.9927
H 1.6539 -3.5841 0.6756
H 1.6558 -1.1106 0.4770
H -2.1636 -1.1050 -1.0466
H -2.2963 -3.5451 -0.9687
*
```

Atom charges from the Mulliken analysis, given in e for atoms 1 to 2: number 1, Rh, carries 0.159; number 2, C, carries -1.561